2 unconnected molecules or ions with the total composition C41H45N2O3P in a non-equilibrium geometry. Source: OMol25; level of theory: wB97M-V/def2-TZVPD.

```
! wB97M-V def2-TZVPD RIJCOSX def2/J DEFGRID3
* xyz 0 1
C 3.6934 5.4426 -2.6888
C 2.4850 6.3754 -2.7485
N 1.3042 5.8845 -2.0527
C 0.1116 6.6569 -2.3596
C -1.1618 5.9793 -1.8784
C -0.9960 5.4611 -0.4518
C 0.1597 4.5225 -0.3959
C 1.3204 4.8677 -1.1437
C 2.5095 4.1138 -0.9272
C 2.4052 2.8545 -0.3685
C 1.2263 2.4364 0.3430
C 1.1632 1.2170 1.0723
C 0.4926 1.0268 2.3396
C 1.2304 0.7568 3.5312
C 0.6529 0.7933 4.7892
C -0.7626 0.7449 4.9130
N -1.3462 0.5627 6.1326
C -0.5496 0.0752 7.2440
C 0.8089 0.7521 7.3397
C 1.5205 0.9154 5.9980
C -2.7512 0.2029 6.1983
C -3.5869 1.0423 5.2475
C -3.0286 1.0839 3.8232
C -1.5387 0.9622 3.7424
C -0.9131 1.0874 2.5086
C 0.1291 3.3432 0.3257
C 3.7963 4.7654 -1.3244
H 3.6163 4.6924 -3.4863
H 4.5907 6.0364 -2.8940
H 2.7532 7.3706 -2.3379
H 2.2005 6.5576 -3.7993
H 0.2127 7.6721 -1.9266
H 0.0770 6.8089 -3.4522
H -1.9955 6.6849 -1.9546
H -1.3872 5.1317 -2.5390
H -0.8330 6.3240 0.2148
H -1.9004 4.9451 -0.1160
H 3.2659 2.1812 -0.4007
H 1.9256 0.4791 0.8171
H 2.3094 0.6235 3.4390
H -1.1451 0.2704 8.1427
H -0.4094 -1.0185 7.1489
H 0.6918 1.7389 7.7965
H 1.4272 0.1558 8.0135
H 2.3413 0.1944 5.9045
H 2.0014 1.9051 5.9945
H -2.8783 -0.8723 5.9693
H -3.0657 0.3667 7.2343
H -4.6099 0.6541 5.2421
H -3.6299 2.0709 5.6204
H -3.4850 0.2924 3.2068
H -3.3344 2.0357 3.3604
H -1.5413 1.2231 1.6340
H -0.7611 3.0951 0.9023
H 4.5926 4.0202 -1.3184
H 4.0610 5.5492 -0.5920
C -3.9432 -2.4050 2.4765
C -3.0422 -2.4966 1.2654
O -2.1969 -1.3456 1.0994
C -1.4280 -1.4540 -0.0525
C -1.1436 -0.2000 -0.6855
P -0.9236 -0.2028 -2.4103
C -1.9846 -1.4751 -3.1589
C -3.2981 -1.6816 -2.7322
C -4.2177 -2.2944 -3.5923
C -3.7899 -2.8310 -4.8089
C -2.4230 -2.8361 -5.1102
C -1.5130 -2.1788 -4.2748
C -1.8118 1.2971 -2.9813
C -3.2050 1.3882 -3.0388
C -3.8149 2.3701 -3.8241
C -3.0407 3.3640 -4.4227
C -1.6630 3.4052 -4.1625
C -1.0453 2.3787 -3.4409
O 0.4728 -0.2126 -2.9465
O -1.1033 -2.5585 -0.5020
H -4.5133 -3.3409 2.5326
H -3.3932 -2.3037 3.4177
H -4.6549 -1.5755 2.3966
H -2.4129 -3.3921 1.3277
H -3.6728 -2.5793 0.3687
H -1.0972 0.7191 -0.1342
H -3.6370 -1.3335 -1.7549
H -5.2652 -2.3384 -3.2974
H -4.5141 -3.2558 -5.5072
H -2.0648 -3.3401 -6.0071
H -0.4426 -2.1989 -4.4799
H -3.8367 0.6827 -2.5027
H -4.8972 2.3490 -3.9575
H -3.5083 4.1226 -5.0559
H -1.0638 4.2390 -4.5333
H 0.0298 2.4015 -3.2548
*
```

Results
DFT total energy = -2265.87646 Eh
HOMO level = -6.218 eV
lowest unoccupied orbital energy = -1.68 eV
energy above the lowest of the compared OMol25 structures with the same formula, charge and spin = 128.0 kJ/mol

These are the Löwdin partial charges, in e, on atoms 1 to 4:
1. C -0.159
2. C -0.150
3. N -0.039
4. C -0.152

***

A molecular structure, C41H45N3O5PtS. Source: OMol25; level of theory: wB97M-V/def2-TZVPD.

```
! wB97M-V def2-TZVPD RIJCOSX def2/J DEFGRID3
* xyz 2 1
Pt -0.2669 -0.6911 0.7538
C 0.5329 -3.1140 3.5036
C -0.7675 -2.8012 2.8128
C -1.1796 -1.4444 2.6719
C -0.7055 -0.4023 3.6772
C -2.3444 -1.1689 1.8997
C -2.7827 0.2716 1.7641
C -3.1031 -2.2146 1.3438
C -4.3691 -1.8858 0.5897
C -2.6983 -3.5337 1.5410
C -3.4539 -4.6643 0.8906
C -1.5520 -3.8244 2.3057
C -1.1689 -5.2596 2.5566
H 0.3817 -3.3319 4.5642
H 1.2326 -2.2844 3.4241
H 1.0108 -3.9798 3.0502
H -0.4190 0.5518 3.2304
H 0.1466 -0.7567 4.2472
H -1.5113 -0.1991 4.3870
H -3.3577 0.5956 2.6368
H -3.3975 0.4184 0.8790
H -1.9236 0.9599 1.7096
H -4.1537 -1.5834 -0.4423
H -4.9144 -1.0736 1.0708
H -5.0449 -2.7332 0.5464
H -4.2389 -5.0465 1.5485
H -2.7937 -5.4968 0.6590
H -3.9224 -4.3553 -0.0399
H -0.5516 -5.6599 1.7465
H -2.0500 -5.8914 2.6434
H -0.6072 -5.3670 3.4803
C 5.5854 1.7389 1.4553
O 5.2085 0.7991 0.4400
C 5.2472 1.3066 -0.8385
C 6.4488 1.3741 -1.5267
C 6.4815 1.8559 -2.8248
C 5.3083 2.2613 -3.4459
C 4.1050 2.1743 -2.7667
C 4.0666 1.7001 -1.4606
N 2.8052 1.6800 -0.7753
C 2.1192 0.5648 -0.4239
N 2.7930 -0.5190 -0.0455
C 2.2504 -1.8241 -0.1385
C 0.9079 -2.1066 0.0647
C 0.4185 -3.3827 -0.2008
C 1.2981 -4.3789 -0.5882
C 2.6613 -4.1300 -0.7164
C 3.1402 -2.8488 -0.5027
O 4.4287 -2.4569 -0.6296
C 5.3917 -3.4451 -0.9894
N 0.7934 0.5277 -0.4492
C 0.0291 1.4953 -1.1278
C -0.6292 1.0737 -2.4125
C -0.8045 2.2038 -3.3873
C -1.1438 3.3853 -2.8977
C -1.3493 3.4968 -1.4066
C -0.3309 2.6839 -0.6352
O 0.0329 3.0397 0.6161
C 0.1815 4.4342 0.9267
H 5.5267 1.2129 2.4035
H 4.9024 2.5909 1.4554
H 6.6054 2.0861 1.2895
H 7.3527 1.0457 -1.0307
H 7.4225 1.9109 -3.3542
H 5.3294 2.6337 -4.4603
H 3.1819 2.4762 -3.2482
H 2.2197 2.4818 -0.9511
H 3.7879 -0.4119 0.1396
H -0.6364 -3.5946 -0.0997
H 0.9227 -5.3728 -0.7943
H 3.3297 -4.9263 -1.0062
H 6.3463 -2.9304 -1.0266
H 5.1641 -3.8688 -1.9688
H 5.4331 -4.2373 -0.2402
H -0.0971 0.2251 -2.8416
H -0.6809 2.0130 -4.4447
H -1.3190 4.2488 -3.5251
H -1.2877 4.5422 -1.1095
H 0.7007 4.4681 1.8791
H -0.7872 4.9240 1.0343
H 0.7790 4.9448 0.1698
O -7.3119 4.8352 -1.2470
C -6.0676 4.9279 -0.7687
O -5.6888 5.8956 -0.1827
C -5.1188 3.7751 -1.0214
C -3.8011 4.0385 -0.9377
C -2.7629 2.9849 -1.0246
C -3.2398 1.6687 -1.5630
S -2.3054 0.3597 -2.0764
C -4.6304 1.4254 -1.5336
C -5.5219 2.4295 -1.2832
H -7.4416 4.1062 -1.8657
H -3.4848 5.0461 -0.6916
H -2.7260 2.6906 0.0567
H -4.9895 0.4391 -1.7990
H -6.5767 2.1778 -1.2967
*
```

Results
DFT total energy = -2646.73856 Eh
HOMO level (alpha / beta) = -12.713 / -12.713 eV
lowest unoccupied orbital energy (alpha / beta) = -7.51 / -7.51 eV
energy above the lowest of the compared OMol25 structures with the same formula, charge and spin = 257.5 kJ/mol

These are the Löwdin partial charges, in e, on atoms 1 to 4:
1. Pt 1.094
2. C -0.027
3. C -0.198
4. C -0.346

***

A molecular structure, C41H45N4O2Tl. Source: OMol25; level of theory: wB97M-V/def2-TZVPD.

```
! wB97M-V def2-TZVPD RIJCOSX def2/J DEFGRID3
* xyz -2 1
Tl 1.8380 -0.2697 -0.3151
C 1.8576 -3.3602 2.0061
C 0.5128 -4.0753 1.8507
C -0.5435 -3.4593 2.7786
C 0.0325 -4.1580 0.4081
C -0.1421 -5.4232 -0.1364
C -0.6201 -5.6172 -1.4242
C -0.8868 -4.5068 -2.2089
C -0.7130 -3.2223 -1.7198
C -0.8694 -2.0420 -2.6589
C -2.2540 -1.9604 -3.3023
C 0.2388 -2.0753 -3.7189
C -0.2974 -3.0126 -0.3714
N -0.2072 -1.7388 0.1520
C -1.3325 -0.9529 0.1764
C -1.3415 0.4375 0.2683
N -0.2277 1.2348 0.2980
C -0.2818 2.5490 -0.0828
C -0.8667 2.9983 -1.3085
C -0.8838 4.3505 -1.6120
C -0.3028 5.2971 -0.7794
C 0.3370 4.8636 0.3744
C 0.3622 3.5274 0.7342
C 1.0752 3.0775 1.9921
C 2.5951 3.0917 1.7992
C 0.6735 3.8980 3.2192
C -1.3540 2.0034 -2.3482
C -2.7405 2.3282 -2.9069
C -0.3214 1.8974 -3.4772
C -2.7340 0.8776 0.4469
C -3.3681 2.0820 0.6561
C -4.7805 2.0984 0.7928
C -5.5539 0.9664 0.7323
C -4.9270 -0.2973 0.5346
C -5.5508 -1.5776 0.4873
C -4.7720 -2.6954 0.3267
C -3.3588 -2.6494 0.2025
C -2.7250 -1.4268 0.2393
C -3.5508 -0.2821 0.3984
H 2.2047 -3.4158 3.0414
H 1.7634 -2.3120 1.7439
H 2.6188 -3.8028 1.3600
H 0.6652 -5.1127 2.1738
H -0.7042 -2.4162 2.5150
H -0.2147 -3.5109 3.8212
H -1.4961 -3.9882 2.6895
H 0.0831 -6.2923 0.4760
H -0.7666 -6.6181 -1.8149
H -1.2186 -4.6474 -3.2342
H -0.7311 -1.1335 -2.0763
H -2.4747 -2.8525 -3.8961
H -2.3126 -1.0892 -3.9614
H -3.0204 -1.8585 -2.5310
H 0.1648 -2.9722 -4.3413
H 1.2190 -2.0781 -3.2376
H 0.1775 -1.1974 -4.3678
H -1.3406 4.6790 -2.5417
H -0.3318 6.3504 -1.0356
H 0.8226 5.5985 1.0110
H 0.7769 2.0422 2.1553
H 2.9596 4.1065 1.6062
H 2.8686 2.4616 0.9493
H 3.1014 2.6933 2.6819
H 1.0000 4.9388 3.1311
H 1.1285 3.4778 4.1202
H -0.4110 3.8912 3.3493
H -1.4225 1.0264 -1.8762
H -2.7488 3.2822 -3.4427
H -3.4725 2.3764 -2.0988
H -3.0546 1.5466 -3.6041
H -0.1717 2.8689 -3.9572
H -0.6481 1.1800 -4.2364
H 0.6383 1.5633 -3.0768
H -2.8159 3.0114 0.7123
H -5.2660 3.0561 0.9528
H -6.6315 1.0274 0.8471
H -6.6281 -1.6623 0.5881
H -5.2547 -3.6674 0.2977
H -2.8084 -3.5735 0.0773
C 6.2113 2.1653 2.9835
N 5.9037 1.0880 2.0706
C 6.7304 0.7959 1.0322
C 6.4168 -0.1408 0.1229
C 5.0876 -0.7566 0.1861
O 4.6951 -1.4988 -0.7261
N 4.3063 -0.4795 1.2692
C 4.6989 0.3176 2.2692
O 4.1076 0.4845 3.3359
H 7.2692 2.1460 3.2598
H 5.5923 2.0235 3.8653
H 5.9776 3.1408 2.5436
H 7.6567 1.3606 1.0000
H 7.0838 -0.3997 -0.6860
*
```

Results
DFT total energy = -2131.44726 Eh
HOMO level = -0.083 eV
lowest unoccupied orbital energy = 4.55 eV

These are the Löwdin partial charges, in e, on atoms 1 to 4:
1. Tl 0.902
2. C -0.067
3. C -0.374
4. C -0.066